1.
Here is C10H4GdN2O4 as an isolated structure at a distorted geometry from the OMol25 dataset. Energies are from ωB97M-V with the def2-TZVPD basis set.

Output
charge = +3
total energy = -1558.29841 Ha
spin multiplicity = 8
gap between HOMO and LUMO (alpha / beta) = 7.401 / 3.738 eV
<S²> = 16.128
HOMO level (alpha / beta) = -0.78446 / -0.75539 Ha
lowest unoccupied orbital energy (alpha / beta) = -13.95 / -16.82 eV

Each line ends with the Löwdin spin population.
Positions of all 21 atoms, in Å:
O 0.3434 -1.5162 -2.8299  0.001
C 0.7489 -0.6131 -2.2146  -0.014
Gd 1.7551 0.9738 -0.7392  6.761
O -2.5024 0.0587 -4.3273  0.000
C -1.6572 0.5290 -3.7209  0.001
C 2.7284 0.4081 -3.0796  -0.019
O 3.1486 0.0267 -4.0971  0.000
C 0.6205 2.8294 -2.2108  -0.010
O 0.2237 3.6781 -2.8986  0.001
N -0.9061 -3.7522 3.7020  0.110
C -0.7684 -2.7488 3.0987  0.016
C -0.5489 -1.4404 2.4494  0.051
C -0.7398 -0.2405 3.1407  -0.004
C -0.5805 0.9840 2.5252  0.016
C -0.1012 1.0030 1.2009  0.047
N 0.2563 -0.1611 0.5840  0.016
C -0.1236 -1.3564 1.1386  0.032
H -1.0521 -0.3261 4.1761  -0.001
H -0.7324 1.9418 3.0261  0.001
H -0.0685 1.9477 0.5825  -0.008
H -0.0439 -2.2252 0.4938  0.002

Cartesian forces (eV/Å) of the 6 atoms listed first:
O 2.23 4.62 3.23
C -3.51 -6.21 -3.87
Gd 0.88 0.53 0.97
O 2.25 1.31 1.60
C -2.29 -1.16 -1.59
C 3.40 -1.73 -6.15

2.
Here is a 2-piece molecular cluster, C10H15NO overall at a distorted geometry from the OMol25 dataset. Energies are from ωB97M-V with the def2-TZVPD basis set.

Output
total energy = -519.99402 Ha
spin multiplicity = 1
energy relative to the best compared isomer or geometry (same formula, charge and spin) = 175.7 kJ/mol
SMILES string = Cc1ccccc1.CCC(N)=O
gap between HOMO and LUMO = 9.885 eV
HOMO level = -0.33618 Ha
lowest unoccupied orbital energy = 0.74 eV

Each line ends with the natural charge from an NBO analysis.
Positions of all 27 atoms, in Å:
C 1.4008 -1.7184 0.2815  -0.510
C 2.5389 -1.3906 -0.6905  -0.605
C 2.0525 -2.0205 1.6773  0.707
O 2.5688 -3.0457 1.9849  -0.583
N 1.6468 -0.9963 2.5812  -0.844
H 0.5291 -1.0827 0.3077  0.214
H 0.9510 -2.6810 -0.0198  0.227
H 3.4042 -0.9391 -0.2993  0.208
H 1.9978 -1.0002 3.5928  0.392
H 1.2200 -0.2366 2.3204  0.368
H 2.2286 -0.8319 -1.4725  0.210
H 2.9158 -2.2902 -1.1384  0.216
C -2.1631 0.0648 0.9829  -0.617
C -0.9093 1.8242 -0.0875  -0.214
C -1.9279 0.8816 -0.2508  -0.012
C -0.4700 2.6118 -1.1794  -0.197
C -2.5493 0.7787 -1.4113  -0.246
C -1.1334 2.5437 -2.3375  -0.231
C -2.1635 1.5926 -2.4308  -0.174
H -0.3742 2.0049 0.7921  0.200
H 0.3894 3.1846 -1.0955  0.207
H -2.8096 0.6629 1.7047  0.228
H -1.1032 -0.1781 1.4886  0.203
H -3.2010 -0.0637 -1.5165  0.212
H -1.0025 3.1795 -3.2317  0.220
H -2.6705 1.4676 -3.4188  0.208
H -2.6075 -0.8630 0.7154  0.214

Cartesian forces (eV/Å) of the 6 atoms listed first:
C 1.30 -1.95 0.48
C -0.29 -1.93 1.10
C -3.86 2.64 0.08
O 1.15 -0.54 0.26
N 4.66 -6.17 3.72
H 0.29 0.90 0.20

3.
Here is C35H60Br2F2NO11S5Si as an isolated structure at a distorted geometry from the OMol25 dataset. Energies are from ωB97M-V with the def2-TZVPD basis set.

Output
charge = +1
total energy = -9879.81807 Ha
spin multiplicity = 1
gap between HOMO and LUMO = 7.824 eV
HOMO level = -0.40513 Ha
lowest unoccupied orbital energy = -3.20 eV

Each line ends with the Löwdin charge.
Positions of all 117 atoms, in Å:
C 3.9943 1.1383 -0.0345  -0.097
C 5.2733 0.7694 -0.8500  -0.697
Br 6.9708 1.5654 -0.3242  0.732
C 5.2109 -0.0639 -1.9277  -0.626
Br 6.8993 -0.4089 -2.8843  0.714
C 3.9463 -0.7618 -2.4871  -0.240
C 2.8451 0.2280 -3.0642  -0.093
O 2.0093 -0.4697 -3.9796  -0.054
C 1.6491 -1.7900 -3.6083  -0.195
C 0.0777 -1.8932 -3.7775  -0.389
F -0.2924 -1.6275 -5.0944  0.069
F -0.3943 -3.1802 -3.4688  0.053
C -0.7129 -0.8938 -2.8655  -0.133
C -1.1077 0.4748 -3.5520  -0.218
Si -1.3722 1.8131 -2.1790  0.591
C 0.3893 2.5037 -1.7833  -0.185
C -2.3900 3.2960 -2.7712  -0.184
C -2.0407 0.9705 -0.6188  -0.252
C -1.5435 1.3931 0.7017  -0.063
C -2.0016 0.7329 1.9832  -0.042
C -2.9645 -0.3500 1.8835  -0.078
C -3.5156 -0.7746 0.5918  -0.064
C -3.0431 -0.1082 -0.6035  -0.098
C 2.1124 -2.3536 -2.2221  -0.204
S 2.6742 -4.1341 -2.2352  0.712
C 1.9396 -5.1357 -3.5646  -0.109
O 4.1378 -4.2091 -2.3770  -0.313
O 2.2852 -4.7125 -0.9468  -0.313
N 3.1934 -1.6084 -1.5086  0.097
H 3.5151 0.2670 0.4864  0.087
H 4.3318 1.8222 0.7939  0.086
H 3.2718 1.7494 -0.6363  0.081
H 4.3173 -1.4660 -3.2849  0.151
H 3.3155 1.0987 -3.5821  0.167
H 2.2711 0.6493 -2.1845  0.095
H 2.0612 -2.4754 -4.4105  0.167
H -1.6821 -1.4066 -2.6149  0.121
H -0.1907 -0.6865 -1.8944  0.105
H -2.1049 0.3581 -4.0640  0.094
H -0.3309 0.8884 -4.2385  0.082
H 0.8543 1.7695 -1.0640  0.008
H 1.0199 2.5702 -2.7088  0.038
H 0.3026 3.4808 -1.2485  0.051
H -1.9134 3.6636 -3.7284  0.046
H -3.4535 3.0491 -3.0196  0.041
H -2.3634 4.1642 -2.0584  0.049
H -0.8050 2.2259 0.6916  0.075
H -1.5794 1.0923 2.9471  0.077
H -3.3020 -0.8790 2.8086  0.096
H -4.2547 -1.6114 0.5332  0.093
H -3.4603 -0.4552 -1.5855  0.101
H 1.2207 -2.3565 -1.5308  0.159
H 2.7213 -5.8280 -3.9806  0.100
H 1.1471 -5.7753 -3.0877  0.095
H 1.4541 -4.5665 -4.3904  0.065
H 3.7962 -2.2037 -0.9075  0.197
H 2.7143 -0.9694 -0.8484  0.160
C -2.8082 -6.5232 1.9863  -0.220
C -1.7301 -5.4365 2.0544  -0.215
C -2.3522 -4.1388 1.5281  -0.231
S -4.1093 -4.2534 1.8685  0.651
O -4.8175 -4.3091 0.6127  -0.319
O -4.4562 -3.3090 2.9030  -0.325
C -4.0681 -5.8945 2.5706  -0.228
H -2.5161 -7.4183 2.5361  0.118
H -2.9805 -6.8074 0.9444  0.120
H -1.4167 -5.2997 3.0930  0.119
H -0.8443 -5.7097 1.4789  0.112
H -1.9446 -3.2626 2.0305  0.093
H -2.2239 -4.0416 0.4497  0.101
H -4.9781 -6.4318 2.3095  0.112
H -3.9903 -5.7909 3.6539  0.111
C -1.0872 4.2244 5.9952  -0.230
C -1.6590 5.6065 5.6812  -0.206
C -1.0925 6.0392 4.3236  -0.212
S -0.7708 4.5298 3.4150  0.655
O 0.6575 4.4242 3.2178  -0.335
O -1.7074 4.4031 2.3226  -0.336
C -1.2429 3.4038 4.7163  -0.244
H -1.5991 3.7542 6.8361  0.121
H -0.0300 4.3192 6.2521  0.077
H -2.7497 5.5471 5.6228  0.119
H -1.4122 6.3295 6.4593  0.116
H -1.8027 6.6487 3.7667  0.105
H -0.1499 6.5749 4.4342  0.108
H -0.6069 2.5197 4.6962  0.098
H -2.2842 3.1218 4.5481  0.107
C -1.4724 -2.3705 -7.7165  -0.238
C -2.0355 -3.6891 -8.2575  -0.216
C -2.9834 -3.3451 -9.4108  -0.220
S -2.3889 -1.8024 -10.1050  0.663
O -3.3804 -0.7824 -9.8750  -0.314
O -1.8332 -2.0504 -11.4107  -0.318
C -1.0533 -1.5661 -8.9415  -0.230
H -0.6357 -2.5352 -7.0422  0.087
H -2.2509 -1.8350 -7.1655  0.121
H -1.2151 -4.3103 -8.6282  0.117
H -2.5507 -4.2569 -7.4812  0.114
H -2.9756 -4.1130 -10.1825  0.105
H -4.0018 -3.1845 -9.0574  0.107
H -0.9249 -0.5047 -8.7361  0.108
H -0.1460 -1.9749 -9.3892  0.108
C 3.2361 3.1791 8.8921  -0.223
C 4.3193 4.2610 8.9456  -0.215
C 3.7004 5.5570 8.4128  -0.218
S 1.9458 5.4552 8.7637  0.680
O 1.2274 5.3923 7.5105  -0.331
O 1.6083 6.4071 9.7903  -0.310
C 1.9828 3.8185 9.4785  -0.228
H 3.5271 2.2867 9.4473  0.117
H 3.0566 2.8876 7.8531  0.118
H 4.6393 4.4044 9.9811  0.120
H 5.2002 3.9793 8.3674  0.115
H 4.1149 6.4348 8.9057  0.106
H 3.8232 5.6449 7.3332  0.106
H 1.0685 3.2835 9.2268  0.107
H 2.0671 3.9303 10.5604  0.112

Cartesian forces (eV/Å) of the 6 atoms listed first:
C 1.04 0.97 0.61
C -0.71 -0.65 -0.70
Br -1.56 -0.44 -0.08
C 0.96 0.50 0.83
Br -1.64 -0.16 0.26
C 1.19 1.00 -1.34

4.
Here is a 2-piece molecular cluster, C5H11BrO2 overall at a distorted geometry from the OMol25 dataset. Energies are from ωB97M-V with the def2-TZVPD basis set.

Output
total energy = -2921.50297 Ha
spin multiplicity = 1
energy relative to the best compared isomer or geometry (same formula, charge and spin) = 166.4 kJ/mol
gap between HOMO and LUMO = 9.908 eV
HOMO level = -0.33502 Ha
lowest unoccupied orbital energy = 0.79 eV

Each line ends with the natural charge from an NBO analysis.
Positions of all 19 atoms, in Å:
C 2.0956 -2.0315 1.1393  -0.622
C 1.5997 0.3805 0.4027  -0.655
C -3.3048 0.4865 -0.1838  -0.242
C -1.3143 1.5560 -0.7101  0.443
C 2.0003 -1.0058 -0.0947  -0.181
O -0.7655 2.5647 -1.3494  -0.682
O -2.6325 1.3877 -1.0492  -0.550
Br 0.5263 -1.7309 -1.2485  -0.071
H 1.1804 -2.1013 1.7637  0.214
H 2.3721 -3.0332 0.8190  0.214
H 2.8117 -1.6401 1.7691  0.201
H 0.6665 0.4773 0.9931  0.237
H 1.4162 0.8522 -0.5399  0.225
H 2.4354 0.8735 0.9011  0.211
H -4.0754 0.0510 -0.8360  0.189
H -3.8742 0.9828 0.6382  0.178
H -2.7073 -0.1961 0.2477  0.196
H 2.9756 -0.9874 -0.6927  0.222
H -1.4055 3.1141 -1.9697  0.473

Cartesian forces (eV/Å) of the 6 atoms listed first:
C -1.50 0.24 -2.17
C -0.01 -0.34 -0.73
C -3.77 1.99 -1.25
C -1.23 0.06 -0.12
C -0.06 -1.71 2.08
O -1.96 0.80 -1.37

5.
Here is C13H14Cl12F9GaN2O2PS as an isolated structure at a distorted geometry from the OMol25 dataset. Energies are from ωB97M-V with the def2-TZVPD basis set.

Output
charge = -1
total energy = -9849.10010 Ha
spin multiplicity = 1
gap between HOMO and LUMO = 6.428 eV
HOMO level = -0.16402 Ha
lowest unoccupied orbital energy = 1.97 eV

Each line ends with the Löwdin charge.
Positions of all 55 atoms, in Å:
N 3.2370 1.4026 -0.3663  -0.441
P 2.0673 1.5125 -1.4866  0.558
Ga 0.3054 -0.0499 -1.1023  0.351
C -1.4720 0.8526 -1.6529  -0.263
C -2.5371 0.9947 -0.4284  -0.252
C -4.0077 0.3913 -0.8342  -0.106
C -3.9886 -1.2048 -0.9763  -0.361
O -4.6451 -1.8920 -0.1186  -0.007
O -3.3048 -1.9170 -2.0179  0.020
N 0.2841 -0.3530 0.8301  -0.010
C 0.5150 0.7585 1.4632  -0.814
S 0.1481 2.2362 2.2030  0.473
C 0.7936 -1.7299 -2.2011  -0.288
F -0.3791 -2.0834 -3.0052  -0.048
F 1.8469 -1.4835 -3.1812  -0.047
C 1.1198 -3.0504 -1.3292  -0.227
F -0.0334 -3.3903 -0.5612  0.066
F 1.2798 -4.1313 -2.2996  0.019
C 2.4927 -2.9812 -0.4924  -0.180
F 3.0804 -1.6911 -0.4098  0.074
F 3.4544 -3.8095 -1.1979  0.036
C 2.4178 -3.5738 1.0016  -0.274
F 3.7087 -3.3140 1.6041  0.062
F 1.4685 -2.9541 1.8461  0.094
F 2.3101 -5.0105 0.9794  0.077
H 3.3519 2.3139 0.1260  -0.068
H 2.6765 1.1940 -2.7574  -0.067
H 1.5753 2.8852 -1.4345  -0.046
H -1.9025 0.2331 -2.5380  0.058
H -1.2182 1.9195 -2.0289  0.002
H -2.2223 0.3772 0.5052  0.093
H -2.6275 2.0840 -0.0420  0.107
H -4.3095 0.8929 -1.8181  0.098
H -4.6992 0.6812 0.0483  0.127
H -3.7235 -2.8207 -1.9865  0.127
C -4.3698 3.7079 -4.1898  -1.542
Cl -2.7786 3.6880 -3.4179  0.552
Cl -4.5409 2.3384 -5.2977  0.514
Cl -5.6530 3.6852 -2.9706  0.512
H -4.4605 4.6276 -4.7654  0.011
C 5.1078 -5.0133 -3.9114  -1.548
Cl 6.4641 -4.4027 -2.9531  0.521
Cl 5.5013 -4.9824 -5.6374  0.507
Cl 4.6741 -6.6517 -3.4021  0.513
H 4.2496 -4.3637 -3.7435  0.006
C 0.2472 0.7792 5.8624  -1.509
Cl -1.0358 0.0015 6.8038  0.505
Cl 0.5877 -0.1465 4.3948  0.546
Cl -0.1996 2.4450 5.4620  0.453
H 1.1509 0.8037 6.4692  0.016
C -0.2937 6.0555 7.4320  -1.539
Cl -0.2056 5.9384 5.6683  0.515
Cl -1.2967 7.4325 7.9142  0.506
Cl -0.9242 4.5545 8.1256  0.503
H 0.7129 6.2140 7.8156  0.015

Cartesian forces (eV/Å) of the 6 atoms listed first:
N -0.41 0.96 0.21
P 1.41 -0.02 1.53
Ga -0.71 1.12 -0.86
C -0.64 0.34 0.06
C -0.11 -1.00 0.08
C 1.34 0.50 0.04

6.
Here is one molecule with the formula H3N2P at a distorted geometry from the OMol25 dataset. Energies are from ωB97M-V with the def2-TZVPD basis set.

Output
total energy = -452.62617 Ha
spin multiplicity = 1
energy relative to the best compared isomer or geometry (same formula, charge and spin) = 84.4 kJ/mol
SMILES string = [H]/N=P/N
gap between HOMO and LUMO = 10.109 eV
HOMO level = -0.33931 Ha
lowest unoccupied orbital energy = 0.88 eV

Each line ends with the natural charge from an NBO analysis.
Positions of all 6 atoms, in Å:
N 0.2501 -1.3122 -0.1657  -1.227
N 0.0591 1.0478 0.0087  -1.192
P -0.7375 -0.2957 0.4518  1.208
H -0.0256 -2.5302 -0.1581  0.390
H 0.7687 1.1459 -0.6763  0.419
H -0.3148 1.9444 0.5396  0.402

Force components x, y, z for each atom (eV/Å):
N -0.56 -6.25 -0.56
N -2.30 4.17 2.63
P 0.02 -0.84 0.07
H 0.76 5.20 0.23
H 0.67 0.01 -0.40
H 1.41 -2.30 -1.97